Density functional theory data (ωB97M-V with the def2-TZVPD basis set) for a cluster of 8 separate species, C22H48O7Si in total.

Results
**Multiplicity**: 1
**Kohn-Sham gap**: 9.8164 eV
**Structure (SMILES)**: CC(C)=O.CC(C)=O.CC(C)=O.CC(C)=O.CC(C)=O.CC(C)=O.CC(C)=O.C[SiH3]
**ΔE to the lowest compared entry with this formula, charge and spin**: 0.0 kcal per mole
**Charge**: 0

Cartesian coordinates (Å):
C 0.165 -2.035 0.546
C -1.084 -2.350 -0.221
C -2.358 -1.745 0.322
O -1.083 -3.012 -1.234
H 1.036 -2.488 0.077
H 0.304 -0.953 0.560
H 0.062 -2.352 1.586
H -2.260 -0.657 0.360
H -2.514 -2.076 1.352
H -3.205 -2.024 -0.302
C 0.526 -5.018 3.508
C 0.359 -3.772 4.337
C 0.819 -3.848 5.766
O -0.114 -2.758 3.867
H 0.168 -4.857 2.493
H 1.578 -5.310 3.491
H -0.017 -5.846 3.969
H 1.880 -4.100 5.796
H 0.285 -4.648 6.285
H 0.670 -2.895 6.264
C 4.311 -0.264 3.592
C 3.055 -0.695 4.301
C 1.762 -0.136 3.773
O 3.085 -1.462 5.240
H 5.193 -0.731 4.023
H 4.240 -0.507 2.529
H 4.406 0.824 3.642
H 1.645 -0.435 2.728
H 1.789 0.957 3.773
H 0.918 -0.505 4.343
C 9.277 1.969 4.761
C 7.957 1.242 4.791
C 6.890 1.831 5.678
O 7.767 0.241 4.138
H 9.970 1.464 4.093
H 9.126 3.001 4.435
H 9.696 2.020 5.768
H 6.675 2.857 5.370
H 7.250 1.888 6.708
H 5.986 1.229 5.638
C 3.156 1.735 -2.414
C 1.972 1.041 -1.793
C 0.662 1.159 -2.528
O 2.069 0.411 -0.763
H 4.045 1.582 -1.807
H 3.320 1.352 -3.424
H 2.949 2.802 -2.518
H 0.767 0.765 -3.542
H 0.384 2.211 -2.634
H -0.119 0.613 -2.002
C -6.971 -2.000 -1.984
C -7.670 -1.295 -3.118
C -9.176 -1.280 -3.076
O -7.052 -0.768 -4.014
H -5.892 -1.954 -2.118
H -7.252 -1.544 -1.032
H -7.295 -3.042 -1.937
H -9.517 -0.807 -2.152
H -9.556 -2.304 -3.059
H -9.571 -0.748 -3.937
C -1.952 5.584 -6.875
C -1.298 4.838 -5.740
C -2.149 3.814 -5.033
O -0.153 5.048 -5.415
H -1.254 6.294 -7.312
H -2.295 4.878 -7.635
H -2.841 6.106 -6.513
H -2.504 3.065 -5.744
H -3.036 4.293 -4.613
H -1.575 3.329 -4.247
C -4.064 0.944 -3.410
Si -2.608 -0.168 -3.860
H -4.978 0.504 -3.829
H -3.962 1.965 -3.784
H -4.195 0.999 -2.321
H -3.017 -1.165 -4.872
H -1.466 0.590 -4.427
H -2.124 -0.891 -2.664

Density functional theory data (ωB97M-V with the def2-TZVPD basis set) for a structure of composition C22H49GaN2P3SSe.

Results
**Multiplicity**: 1
**Kohn-Sham gap (alpha / beta)**: 4.5556 / 3.4964 eV
**ΔE to the lowest compared entry with this formula, charge and spin**: 31.0 kcal per mole
**Charge**: +3

Cartesian coordinates (Å):
Ga 1.294 -1.876 -1.827
P -1.496 -0.155 -2.235
P -1.815 0.420 1.625
P -1.393 -2.260 0.360
H 4.315 -3.128 -2.997
C 3.372 -3.374 -3.488
C 2.315 -2.421 -3.454
H 2.789 -1.449 -3.699
C -1.108 1.418 -3.115
C -3.178 0.339 -1.633
C -1.991 -1.206 -3.666
C -1.013 0.359 3.274
C -1.877 2.249 1.466
C -3.552 0.150 2.187
C -0.587 -3.715 -0.485
C -3.135 -2.712 -0.060
C -1.382 -2.993 2.047
H 3.446 -4.168 -4.263
H 1.384 -2.728 -4.004
H -0.020 1.511 -3.259
H -1.427 2.266 -2.491
H -1.627 1.450 -4.081
H -3.100 1.214 -0.969
H -3.658 -0.467 -1.059
H -3.826 0.591 -2.488
H -1.094 -1.521 -4.220
H -2.658 -0.623 -4.329
H -2.510 -2.107 -3.303
H -1.570 0.979 3.992
H 0.014 0.734 3.175
H -0.968 -0.675 3.632
H -2.443 2.673 2.310
H -2.375 2.527 0.530
H -0.859 2.667 1.459
H -3.794 0.896 2.956
H -3.675 -0.857 2.604
H -4.233 0.272 1.335
H -1.031 -4.662 -0.156
H 0.483 -3.719 -0.203
H -0.717 -3.614 -1.576
H -3.269 -3.770 0.199
H -3.315 -2.580 -1.134
H -3.850 -2.108 0.512
H -1.796 -4.009 1.972
H -1.982 -2.414 2.760
H -0.344 -3.044 2.402
C 3.296 -2.446 2.030
C 3.514 -2.160 0.665
C 3.680 -3.236 -0.202
C 3.925 -4.520 0.296
C 3.930 -4.755 1.680
C 3.633 -3.706 2.556
Se 2.374 -1.135 3.049
H 1.436 -2.139 3.546
H 3.434 -1.138 0.291
H 3.579 -3.066 -1.278
H 4.115 -5.333 -0.401
H 4.162 -5.745 2.069
H 3.606 -3.860 3.633
C -0.353 6.095 -1.550
C -0.344 4.784 -0.782
N 0.830 3.931 -1.161
C 1.160 2.839 -0.392
S 1.420 1.257 -0.954
N 1.271 3.057 0.960
C 1.847 4.331 1.465
C 1.208 4.643 2.797
H 0.588 6.643 -1.444
H -1.154 6.734 -1.161
H -0.546 5.924 -2.614
H -0.318 4.961 0.295
H -1.272 4.228 -0.992
H 0.846 3.721 -2.159
H 1.651 2.237 1.442
H 2.937 4.221 1.578
H 1.666 5.104 0.720
H 1.457 3.882 3.541
H 1.559 5.610 3.161
H 0.118 4.678 2.709

What is the charge in the first record? 0

What is the ΔE to the lowest compared entry with this formula, charge and spin in the first record? 0.0 kcal per mole